Density functional theory data (the ωB97M-V functional and the def2-TZVPD basis) for an isolated molecule of C4H4OS at a distorted geometry.

Computed properties:
frontier orbital gap: 8.019 eV

Structure (ORCA input):
```
! wB97M-V def2-TZVPD RIJCOSX def2/J DEFGRID3
* xyz 0 1
C -0.0718 -1.3078 0.0500
C -1.0299 0.0377 0.0392
C -0.1588 1.2142 0.2141
C 0.5727 2.1674 -0.1975
H 1.8305 -0.7142 0.5022
H -0.1673 -1.7925 1.0625
H -0.4321 -1.9287 -0.8241
H 0.8991 3.2542 -0.3235
O 1.1877 -1.0000 -0.3632
S -2.6300 0.0696 -0.1597
*
```